Formula: FH2P
Source: the OMol25 dataset
Level of theory: ωB97M-V/def2-TZVPD

The geometry in XYZ format:
```
4
FH2P, DFT ωB97M-V/def2-TZVPD
F 1.3094 0.5667 -0.0443
P 0.2446 -0.6571 0.0414
H -0.3679 -0.3017 -1.1783
H -1.1862 0.3921 1.1811
```

The calculation puts the LUMO energy at -0.0128 hartree. As for the charge: 0.

Formula: C2H2Br6
Source: the OMol25 dataset
Level of theory: ωB97M-V/def2-TZVPD

The geometry in XYZ format:
```
10
C2H2Br6, DFT ωB97M-V/def2-TZVPD
C 2.6281 -0.6618 -3.5417
Br 2.7081 -0.0733 -5.4224
Br 4.0482 0.4470 -2.6607
Br 2.8678 -2.6068 -3.2301
H 1.7160 -0.2827 -3.0809
C -2.7496 0.6909 3.6903
Br -2.6058 -1.3779 3.6625
Br -4.4049 1.4300 4.4036
Br -2.3516 1.5007 1.9140
H -1.8562 0.9338 4.2654
```

The calculation puts the LUMO energy at -0.0272 hartree. As for the charge: 0.

Formula: ClHNP
Source: the OMol25 dataset
Level of theory: ωB97M-V/def2-TZVPD

The geometry in XYZ format:
```
4
ClHNP, DFT ωB97M-V/def2-TZVPD
N -1.0294 -1.6579 -2.6388
P -0.3606 -2.2667 -3.7399
Cl 0.3932 0.4377 -0.7309
H -0.5567 0.1361 -1.4545
```

The calculation puts the LUMO energy at -0.0124 hartree. The SMILES is N#P.Cl. As for the charge: 0.

Formula: CH3Cl2OP
Source: the OMol25 dataset
Level of theory: ωB97M-V/def2-TZVPD

The geometry in XYZ format:
```
8
CH3Cl2OP, DFT ωB97M-V/def2-TZVPD
C 0.9705 0.1842 -0.1430
P -0.7321 -0.3076 -0.0362
O -1.5363 -1.3304 -1.0699
Cl -1.8086 1.4020 -0.0089
Cl -1.1768 -0.9670 1.7771
H 1.2405 1.1619 0.3427
H 1.6736 -0.4556 0.3577
H 1.3693 0.3126 -1.2195
```

The calculation puts the LUMO energy at 0.0173 hartree. The SMILES is CP(=O)(Cl)Cl. As for the charge: 0.

Formula: C3H5O4
Source: the OMol25 dataset
Level of theory: ωB97M-V/def2-TZVPD

The geometry in XYZ format:
```
12
C3H5O4, DFT ωB97M-V/def2-TZVPD
C -0.1772 0.3579 0.0975
C -1.6465 0.8100 0.2204
C 0.1605 -1.1153 -0.3482
O 0.7900 1.0978 0.2362
O 3.2961 0.2780 0.2195
O 1.5965 -1.2183 0.2364
O 2.2854 -0.0498 -0.2218
H -1.7528 1.6612 0.8948
H -2.0444 1.2168 -0.6975
H -2.3778 0.1423 0.6651
H 0.3718 -1.3120 -1.4393
H -0.5014 -1.8685 0.1370
```

The calculation puts the LUMO energy (alpha / beta) at -0.2989 / -0.2746 hartree. As for the charge: +1.

Formula: C13H9Cl2MnN11O2S
Source: the OMol25 dataset
Level of theory: ωB97M-V/def2-TZVPD

The geometry in XYZ format:
```
39
C13H9Cl2MnN11O2S, DFT ωB97M-V/def2-TZVPD
Mn -0.4587 0.1634 -0.5145
Cl -2.0561 -1.4085 0.3744
C -2.0469 -2.6972 -0.8111
C -2.5579 -3.9225 -0.4349
C -2.6423 -4.9257 -1.3881
C -2.2280 -4.6741 -2.6859
C -1.7210 -3.4321 -3.0240
Cl -1.2169 -3.1684 -4.6623
C -1.6014 -2.3906 -2.0958
S -0.9245 -0.8382 -2.5323
H -2.8746 -4.0838 0.5856
H -3.0277 -5.8999 -1.1208
H -2.2863 -5.4391 -3.4472
N 2.8675 0.2551 -1.2019
C 2.0317 1.1093 -1.8617
N 2.4367 1.9875 -2.7573
N 1.3158 2.6244 -3.1517
N 0.2862 2.1672 -2.5493
N 0.7011 1.1916 -1.7046
C 2.4878 -0.6529 -0.2449
N 3.3287 -1.4271 0.4147
N 2.5375 -2.1630 1.2219
N 1.3048 -1.8557 1.0618
N 1.2225 -0.8808 0.1196
H 3.8512 0.3595 -1.3766
C 1.8140 3.8458 2.7747
N 0.5960 3.1248 2.4520
C -0.5251 3.2232 3.2159
C -1.6318 2.5283 2.9213
C -1.6328 1.6699 1.7489
O -2.6451 1.0605 1.3973
N -0.4752 1.5658 1.0116
C 0.6613 2.2581 1.3496
O 1.7256 2.1584 0.7696
H 1.6235 4.4816 3.6376
H 2.1259 4.4570 1.9294
H 2.6203 3.1491 3.0010
H -0.4552 3.8896 4.0660
H -2.5308 2.5898 3.5119
```

The calculation puts the LUMO energy (alpha / beta) at 0.0345 / 0.0885 hartree. The spin multiplicity is 5. As for the charge: -1.

Which value of charge does entry 1 give? 0